109
Properties=species:S:1:pos:R:3:forces:R:3 method="wB97M-V/def2-TZVPD" e_above_lowest_kcal_mol=13.8 total_charge=+3 e_homo_ev=-15.1 orbital_gap_ev=9.21
C 8.82096 15.20126 15.35716 0.36 -1.60 -0.50
C 7.92270 16.26730 15.87030 -0.24 1.40 0.74
C 8.78818 17.16012 16.79134 0.29 -1.13 -0.49
N 8.24498 18.40888 17.31147 -0.39 1.43 0.09
C 7.78445 19.36792 16.17028 0.28 -1.06 0.72
C 7.16209 18.15435 18.29389 -1.60 -0.14 0.37
C 7.74459 17.74950 19.67055 0.17 0.07 -1.16
C 9.11560 18.40056 19.64056 1.15 0.82 -0.86
C 9.32255 19.00849 18.19678 -0.73 0.28 0.66
H 8.33808 14.48512 14.69160 -0.29 0.11 0.04
H 9.22652 14.59028 16.17388 0.02 0.21 0.00
H 9.65487 15.54912 14.75787 0.22 0.46 0.03
H 7.08849 15.82930 16.42395 0.06 0.04 0.00
H 7.48462 16.88124 15.07295 0.16 -0.28 -0.01
H 9.68445 17.47820 16.25355 0.05 -0.36 -0.09
H 9.09375 16.59261 17.68417 0.06 0.01 -0.40
H 8.58753 19.53749 15.45674 0.35 -0.07 0.32
H 7.46503 20.31618 16.60088 -0.09 -0.25 0.04
H 7.00051 18.85099 15.61670 -0.19 0.28 0.34
H 6.60297 19.08198 18.37836 0.07 0.20 0.16
H 6.46193 17.44955 17.86329 -0.07 -0.27 -0.02
H 7.12401 18.15810 20.45784 -0.14 -0.07 0.06
H 7.83727 16.67274 19.81217 -0.24 0.05 -0.13
H 9.21676 19.18813 20.39171 0.01 -0.05 -0.25
H 9.94089 17.71939 19.79736 -0.03 -0.35 0.32
H 9.12560 20.07829 18.21297 0.31 0.05 -0.09
H 10.25585 18.75396 17.71209 0.33 0.36 0.26
C 15.93993 10.27946 11.91792 0.35 -0.22 -0.49
C 14.61144 11.01618 12.11509 0.93 -0.62 0.52
C 14.37634 11.06239 13.60820 -0.69 -0.48 -0.11
N 13.09970 11.76337 13.95394 -0.22 -0.01 -0.50
C 11.88766 11.14863 13.37403 -0.70 -0.49 0.04
C 13.15232 13.20374 13.52958 0.48 -0.53 -0.31
C 12.24905 13.97494 14.47386 1.36 0.09 1.47
C 12.02732 12.97880 15.67027 -0.88 0.34 -0.29
C 12.95096 11.83733 15.40829 1.24 -0.08 1.27
H 15.93855 9.22890 12.24448 -0.24 0.35 -0.07
H 16.77082 10.77502 12.43358 -0.23 0.01 -0.01
H 16.18428 10.29859 10.85673 0.12 -0.16 0.01
H 13.80340 10.48310 11.59993 0.22 0.33 -0.03
H 14.76861 12.03236 11.73670 -0.42 -0.18 -0.13
H 15.16644 11.63095 14.09439 0.07 -0.09 0.09
H 14.30135 10.06570 14.08565 0.19 0.38 -0.42
H 11.87000 11.04675 12.29272 0.68 0.03 0.00
H 11.02316 11.77691 13.55629 -0.12 0.21 0.28
H 11.75580 10.19052 13.86053 -0.07 -0.30 -0.08
H 12.87215 13.16473 12.48923 -0.14 0.55 -0.35
H 14.21585 13.45703 13.61721 -0.34 0.35 -0.04
H 11.32461 14.31269 14.04311 -0.34 -0.07 -0.23
H 12.85391 14.82825 14.82879 -0.54 -0.11 -0.14
H 11.01393 12.58292 15.57266 -0.12 0.30 0.40
H 12.19842 13.34877 16.69183 -0.25 0.20 -0.53
H 12.64800 10.90271 15.88368 -0.10 -0.09 -0.45
H 13.96740 12.03467 15.77407 -0.23 0.13 0.11
C 6.70104 11.95473 8.00472 -0.05 -0.45 -0.63
C 7.25836 10.60052 8.46370 -0.24 1.16 -0.60
C 7.71278 10.77600 9.88737 0.71 -0.61 -0.71
N 8.16801 9.45305 10.43598 -1.63 0.63 0.87
C 9.11142 8.77610 9.58051 1.65 0.11 -0.51
C 6.99230 8.53733 10.65841 -0.28 0.07 0.49
C 7.44959 7.61938 11.78016 0.55 -0.65 0.35
C 8.57334 8.35022 12.54574 -0.54 1.00 -0.31
C 8.70587 9.69672 11.80217 0.47 -0.46 0.80
H 7.49810 12.65743 7.78058 0.24 0.09 0.17
H 6.09011 12.37084 8.79690 -0.39 0.22 -0.14
H 6.14726 11.84576 7.06272 -0.11 0.08 0.45
H 8.03191 10.30758 7.76334 0.40 0.02 0.11
H 6.50593 9.82450 8.38060 -0.36 -0.03 0.15
H 6.89138 11.11755 10.50153 -0.13 0.00 0.27
H 8.54070 11.48088 10.03117 -0.13 -0.07 -0.21
H 9.49055 7.88393 10.05457 -0.18 -0.37 0.19
H 9.97534 9.43585 9.46607 -0.09 -0.01 -0.31
H 8.67870 8.53634 8.61619 0.00 -0.03 0.08
H 6.71355 8.05816 9.72132 0.08 -0.04 0.15
H 6.15700 9.16220 11.00188 0.23 -0.15 -0.16
H 7.88214 6.67398 11.46735 -0.38 -0.15 -0.49
H 6.63046 7.38307 12.44335 -0.26 -0.07 0.03
H 9.51812 7.82864 12.49712 0.10 -0.34 0.14
H 8.26992 8.48303 13.58367 0.34 0.15 -0.03
H 9.72654 10.04858 11.69443 0.14 0.02 -0.03
H 8.16641 10.52140 12.26500 -0.23 -0.10 -0.13
C 11.06314 13.85491 8.16517 0.10 -0.43 -0.15
C 10.42290 14.67032 9.27399 0.12 -0.15 -0.14
C 11.25405 15.89572 9.31830 1.22 1.21 -0.48
N 11.09482 16.75375 10.50652 -1.06 -0.14 0.76
C 9.59852 16.96640 10.69487 0.64 -0.21 0.44
C 11.70155 16.14227 11.75784 -0.29 0.84 -0.01
C 11.81352 17.36080 12.70796 0.22 -0.85 -1.04
C 12.40526 18.41382 11.73367 -0.70 -0.73 0.16
C 11.80833 18.05876 10.34751 0.66 -0.07 -0.44
H 12.11813 13.64344 8.36185 -0.06 0.00 0.30
H 11.08260 14.44397 7.25489 -0.27 -0.17 -0.41
H 10.59127 12.88883 8.00666 -0.23 0.09 -0.20
H 10.44821 14.14882 10.23328 -0.21 -0.06 -0.07
H 9.40172 14.98260 9.05144 -0.12 -0.57 -0.06
H 11.12084 16.58164 8.46676 -0.33 -0.42 0.03
H 12.30683 15.64429 9.28621 0.38 -0.15 0.07
H 9.09087 17.07317 9.74184 0.27 0.19 -0.17
H 9.47982 17.86302 11.28308 -0.26 0.10 0.22
H 9.21651 16.07437 11.18840 -0.14 0.09 0.16
H 11.08209 15.28402 12.04334 0.26 0.12 0.13
H 12.72530 15.88674 11.47227 -0.15 -0.42 0.00
H 10.83853 17.61921 13.09830 -0.23 0.23 0.09
H 12.46484 17.11838 13.54208 0.11 0.14 0.05
H 12.23514 19.40894 12.08657 -0.24 0.66 -0.11
H 13.47315 18.27202 11.67164 0.34 0.01 0.06
H 11.11327 18.71595 9.83838 -0.02 0.51 0.37
H 12.61577 17.87658 9.62720 -0.12 0.08 0.22
Cl 9.25494 13.20010 12.31429 0.31 0.09 0.04